The following is a DFT calculation (ωB97M-V with the def2-TZVPD basis set) of one molecule with the formula C4H9N3S in a non-equilibrium geometry.

Each line ends with the Löwdin charge.
Atoms and positions in Å:
C 3.8055 1.1737 -0.2302  -0.12
N 3.1002 -0.0969 0.0248  -0.10
C 1.7070 -0.1112 0.0593  -0.23
N 1.0839 -1.1667 0.5915  0.00
C -0.2677 -1.3179 0.1365  -0.31
N -0.9464 -0.2119 -0.0885  -0.37
S -2.6541 -0.1377 -0.5301  0.71
C -3.0860 1.3237 0.6354  -0.35
H 3.1253 1.9712 -0.3840  0.05
H 4.4730 1.0575 -1.2521  0.12
H 4.6177 1.2864 0.5865  0.09
H 3.5634 -1.1373 0.2042  0.22
H 1.0445 0.5742 -0.5575  0.13
H -0.6841 -2.3638 0.0535  0.12
H -2.4993 2.1075 0.2907  -0.02
H -2.6908 1.0505 1.7048  0.07
H -4.1018 1.5761 0.5352  0.00

Results
- SMILES string = CN/C=N/C=N/SC
- Kohn-Sham gap (eV) = 8.5
- total charge = 0
- relative energy (zero: lowest compared OMol25 entry of this formula, charge and spin) (kJ/mol) = 297.44
- F_max (hartree/bohr) = 0.1030
- HOMO level (eV) = -7.83

***

The following is a DFT calculation (ωB97M-V with the def2-TZVPD basis set) of C4H3LiNaO2 as an isolated structure in a non-equilibrium geometry.

Each line ends with the Löwdin charge.
Atoms and positions in Å:
Na 2.7539 0.3393 0.7556  0.34
O 0.7567 -1.0139 -0.2283  -0.49
C -0.5617 -0.9988 0.2675  -0.32
H -1.2730 -1.3590 -0.5009  0.12
H -0.8406 -1.5373 1.1915  0.11
C -1.3254 1.6174 -0.0137  0.14
C -0.7252 0.4928 0.4433  -0.15
C 0.2237 1.1601 -0.3907  -0.28
O 1.2928 1.7644 -0.4424  -0.02
Li 2.0460 -2.1848 -0.6850  0.48
H -2.3471 1.7198 -0.3969  0.07

Results
- Kohn-Sham gap (alpha / beta) (eV) = 4.0 / 8.7
- spin multiplicity = 2
- total charge = 0
- relative energy (zero: lowest compared OMol25 entry of this formula, charge and spin) (kJ/mol) = 310.19
- F_max (hartree/bohr) = 0.1277
- HOMO level (alpha / beta) (eV) = -4.22 / -8.66